[1]
This record from the Open Molecules 2025 dataset describes a molecular structure, C5H13BeCl2Ir. The level of theory is wB97M-V/def2-TZVPD.

The energy above the lowest of the compared OMol25 structures with the same formula, charge and spin is 1.270 eV. Its net charge is -2. As for the HOMO energy (spin up / spin down): 2.19 / -0.62 eV. The orbital gap (spin up / spin down) is 0.122 / 0.219 Eh. As for the multiplicity: 5.

Geometry as XYZ:
```
22
Properties=species:S:1:pos:R:3:forces:R:3:mulliken_spin:R:1
Ir -0.9096 1.8198 1.1502 0.4 1.1 -0.6 2.306
Cl -3.0143 2.5164 0.9754 -2.8 0.8 0.0 0.110
C -0.7444 -0.1287 1.5072 0.1 -2.8 0.6 0.322
H 0.2977 -0.4542 1.7468 -0.8 0.2 -0.1 0.012
H -1.1844 -0.7970 0.7039 0.3 0.5 1.3 -0.019
H -1.3306 -0.1248 2.4291 -0.3 -0.9 0.4 0.002
Be -0.0204 -1.1767 -0.8833 0.4 0.1 0.6 0.000
C 1.6328 -1.2601 -0.4254 1.0 0.2 0.8 0.023
C -0.4639 0.4319 -1.3796 -0.1 0.1 -0.4 0.061
C -0.9846 -2.6111 -1.1823 -1.5 0.9 -0.5 0.890
H -0.4871 -0.0179 -2.3941 -0.7 0.8 -0.4 0.027
H -1.3889 0.9428 -1.0171 0.1 -0.5 -0.9 -0.017
H 0.3575 1.1589 -1.3470 -0.1 -0.3 -0.2 -0.013
H 1.8992 -2.3107 -0.4272 0.6 -0.5 -0.1 0.009
H 2.2555 -0.6839 -1.1277 0.1 -0.3 -0.1 -0.006
H 1.9201 -0.8618 0.5819 -0.3 -0.2 -0.6 0.002
H -2.0186 -2.2969 -1.4973 0.4 -0.3 0.1 0.032
H -1.0499 -3.6862 -1.0801 0.4 -0.5 0.2 0.063
Cl 1.7554 2.5252 2.3625 1.0 0.6 1.3 0.001
C 0.9564 2.2859 0.7934 1.5 0.2 -1.3 0.152
H 0.9473 3.2098 0.2157 0.6 0.2 0.1 0.032
H 1.5747 1.5194 0.2949 -0.4 0.3 0.1 0.011
```
Forces are in eV/Å.

[2]
This record from the Open Molecules 2025 dataset describes a molecular structure, C5H13BrN2O6P2Pd. The level of theory is wB97M-V/def2-TZVPD.

The energy above the lowest of the compared OMol25 structures with the same formula, charge and spin is 1.394 eV. Its net charge is -2. As for the HOMO energy: -0.80 eV. The orbital gap is 0.238 Eh.

Geometry as XYZ:
```
30
Properties=species:S:1:pos:R:3:forces:R:3:nbo_charge:R:1
Pd -0.5971 -0.1097 1.3206 1.6 -0.1 1.5 0.197
N -0.0910 2.2794 -2.3409 0.0 0.0 -0.1 -0.883
C -0.1311 1.6295 -0.9981 0.2 -0.3 0.0 -0.617
C -0.4988 2.6913 0.0382 0.1 0.1 0.0 -0.636
P 1.5878 0.9531 -0.6142 0.3 -0.1 -0.2 2.361
O 1.6115 -0.3544 -1.5975 0.0 0.1 0.2 -1.055
O 2.5596 1.9335 -1.1782 0.0 0.1 -0.1 -1.191
O 1.6880 0.5289 0.8239 -0.4 0.0 -0.3 -1.174
P -1.4120 0.2540 -1.1038 -0.5 0.2 -0.7 2.297
O -2.6376 0.5165 -0.1476 0.2 0.2 -0.4 -1.015
O -2.0512 0.5796 -2.5544 -0.1 0.1 0.1 -1.034
O -0.9455 -1.1697 -1.1312 0.4 -0.1 0.0 -1.163
H 0.6161 1.7925 -2.8861 0.0 0.0 0.0 0.383
H 0.2876 3.2108 -2.2127 0.1 0.0 0.1 0.367
H -1.6573 1.4356 -2.8342 0.1 -0.1 0.0 0.511
H 0.2203 3.5147 -0.0453 0.0 0.0 -0.1 0.199
H -0.4151 2.3048 1.0533 -0.1 0.0 0.0 0.261
H -1.5102 3.0743 -0.1069 0.0 0.0 0.0 0.209
H 0.8575 -0.9313 -1.3442 0.0 0.0 -0.2 0.518
H -2.1381 0.3251 0.7682 -2.0 0.4 -0.2 0.438
Br -2.4677 0.7523 2.9799 -0.1 0.1 0.3 -0.808
C 1.5239 -3.2212 1.0604 0.0 0.0 0.0 -0.595
C 0.1133 -2.8128 1.4971 0.2 0.0 -0.1 -0.507
C 0.2110 -1.7569 2.5443 0.2 -0.5 0.4 0.227
N 0.5306 -1.3555 3.5902 0.0 -0.1 -0.1 -0.401
H 1.4803 -4.0357 0.3333 0.0 0.0 0.0 0.186
H 2.1148 -3.5437 1.9197 0.0 0.0 0.0 0.193
H 2.0250 -2.3664 0.6044 0.0 0.0 0.0 0.244
H -0.4266 -3.6588 1.9300 0.0 0.0 0.1 0.209
H -0.4478 -2.4598 0.6318 -0.1 0.0 0.0 0.277
```
Forces are in eV/Å.

[3]
This record from the Open Molecules 2025 dataset describes a gas-phase ion, C5H13BrN3O2S (charge +1). The level of theory is wB97M-V/def2-TZVPD.

Its net charge is +1. As for the HOMO energy: -13.82 eV. The orbital gap is 0.328 Eh. The structure (SMILES) is C[C@@H](Br)CN/C(N)=[NH+]\S(C)(=O)=O.

Geometry as XYZ:
```
25
Properties=species:S:1:pos:R:3:forces:R:3:nbo_charge:R:1
C 1.3609 2.3033 0.6638 1.0 -0.8 0.2 -0.637
C 2.1203 0.9161 0.5412 0.1 1.1 -0.8 -0.234
Br 1.9944 -0.1862 2.1855 -0.2 0.1 -0.7 -0.011
C 1.7439 0.1328 -0.7410 1.1 0.6 -0.2 -0.269
N 0.2959 -0.2021 -0.8283 0.5 -1.8 0.2 -0.665
C 0.0119 -1.4220 -0.1532 0.2 -0.4 0.5 0.776
N 0.8490 -2.5675 -0.1689 -1.5 1.6 1.2 -0.789
N -1.1282 -1.4753 0.5140 0.3 0.4 -1.5 -0.741
S -2.2068 -0.0809 0.5872 -3.7 3.8 4.7 2.151
C -2.9198 0.2925 -1.0722 1.0 -1.1 -0.6 -0.812
O -3.3482 -0.4698 1.4551 2.6 -0.8 -2.6 -0.869
O -1.5108 1.0616 1.2041 -0.1 -2.4 -2.4 -0.848
H 2.0524 3.0606 0.2247 -0.7 -0.5 0.2 0.230
H 0.3856 2.2860 0.1410 0.6 0.1 0.6 0.235
H 1.2756 2.5378 1.7426 -0.3 0.0 -0.7 0.248
H 3.1999 1.1713 0.4375 -0.7 -0.6 0.3 0.245
H 2.4015 -0.7561 -0.9163 -0.5 0.6 0.3 0.218
H 1.9570 0.8128 -1.6027 -0.3 -0.4 0.7 0.246
H 0.1448 -0.4266 -1.8215 -0.3 0.2 0.2 0.421
H 0.2922 -3.3119 0.2640 0.4 -0.2 -0.3 0.389
H 1.5827 -2.3672 0.5308 0.4 -0.1 -0.7 0.439
H -1.4201 -2.3176 1.0093 -0.2 0.3 0.0 0.461
H -3.9439 -0.1280 -1.1002 0.6 0.4 0.4 0.290
H -2.8742 1.3827 -1.2555 0.0 -0.6 0.5 0.292
H -2.3158 -0.2464 -1.8408 -0.4 0.5 0.5 0.235
```
Forces are in eV/Å.

[4]
This record from the Open Molecules 2025 dataset describes a molecular structure, C5H13ClI2N2O2PRh. The level of theory is wB97M-V/def2-TZVPD.

The energy above the lowest of the compared OMol25 structures with the same formula, charge and spin is 2.897 eV. Its net charge is +2. As for the HOMO energy (spin up / spin down): -15.03 / -16.05 eV. The orbital gap (spin up / spin down) is 0.265 / 0.191 Eh. As for the multiplicity: 5.

Geometry as XYZ:
```
27
Properties=species:S:1:pos:R:3:forces:R:3:mulliken_spin:R:1
I -0.3789 -0.5672 4.1720 1.6 3.0 2.1 1.438
I -1.4403 -2.5865 2.9049 -1.1 -3.5 -2.2 1.362
Rh 0.1456 0.5474 -0.8105 -2.4 2.4 -1.1 1.186
P 1.8543 -0.1133 -1.9632 1.9 -0.4 -1.5 -0.069
C 3.1467 -1.3610 -1.4583 -0.6 0.5 -0.3 -0.003
C 0.9286 -0.7640 -3.4041 -0.6 1.0 0.7 0.009
H 1.7484 2.2523 -2.1107 1.2 -0.6 -0.2 -0.007
H 3.3343 1.7050 -2.7819 0.5 0.0 -0.3 0.006
H 3.0066 1.7392 -1.0192 0.8 0.0 0.9 0.006
C 2.6256 1.5479 -1.9910 -2.2 0.1 -0.9 0.013
H 0.0578 -0.0830 -3.5528 0.8 -0.4 -0.2 -0.006
H 1.5180 -0.8573 -4.3007 0.3 -0.1 -0.3 0.004
H 3.9716 -1.5208 -2.1987 -0.9 0.5 0.3 0.000
H 2.6409 -2.3061 -1.2903 0.0 -0.2 0.0 0.000
H 0.5144 -1.7175 -3.0850 0.2 -0.3 -0.1 0.007
H 3.5808 -1.0256 -0.5227 0.2 0.0 0.1 0.000
C 0.6305 -0.6300 0.4318 1.9 -3.1 2.3 -0.158
O 1.1020 -1.4562 1.0807 -0.9 1.3 -0.6 0.010
Cl -0.5605 2.0868 -2.4526 -0.2 -0.6 0.8 0.025
N -3.6541 1.8444 2.7485 0.3 -2.7 -0.7 0.010
C -3.1933 0.4791 2.6094 -0.6 3.7 0.6 -0.002
N -3.3814 -0.1995 3.7925 1.3 -2.3 -0.4 0.116
O -2.5456 0.1321 1.6323 -0.2 -1.0 0.7 0.064
H -4.2879 1.9647 3.5284 0.0 0.2 -0.1 -0.001
H -4.0889 2.1002 1.8734 0.1 0.6 -0.1 0.001
H -3.1186 -1.2044 3.7795 -0.9 1.4 0.1 -0.004
H -4.1569 -0.0067 4.3886 -0.5 0.4 0.3 -0.005
```
Forces are in eV/Å.

[5]
This record from the Open Molecules 2025 dataset describes a molecular structure, C5H13ClI2O2PSc. The level of theory is wB97M-V/def2-TZVPD.

The energy above the lowest of the compared OMol25 structures with the same formula, charge and spin is 1.052 eV. Its net charge is +2. As for the HOMO energy: -16.20 eV. The orbital gap is 0.232 Eh.

Geometry as XYZ:
```
25
Properties=species:S:1:pos:R:3:forces:R:3:nbo_charge:R:1
I -1.4398 -0.4596 3.4965 -1.6 -0.1 0.1 0.071
I -4.3210 -0.6997 3.4732 1.9 0.0 0.5 0.258
Sc -0.4332 1.2552 0.0365 4.9 5.2 -3.5 1.642
P 0.1635 -1.0266 -0.9494 1.1 -2.8 -1.3 0.686
C -0.4943 -2.4020 0.0321 -0.4 0.2 0.7 -0.928
C -0.4296 -1.4364 -2.6357 -0.6 1.1 -0.3 -0.907
H 2.4700 -0.7090 -1.6389 0.0 -0.3 0.4 0.257
H 2.0573 -2.4030 -1.7766 -0.3 0.2 0.8 0.283
H 2.3787 -1.6501 -0.0854 -0.1 -0.2 -0.9 0.256
C 1.9487 -1.5268 -1.1070 0.2 1.2 0.2 -0.894
H -0.2436 -0.5633 -3.2850 -0.2 -0.3 0.1 0.271
H 0.1456 -2.2764 -3.0582 -0.4 0.1 0.4 0.277
H -0.2400 -3.3757 -0.3933 0.1 0.2 -0.1 0.285
H -1.5797 -2.3146 0.1099 0.0 -0.1 -0.1 0.251
H -1.5276 -1.6136 -2.6148 0.8 -0.1 -0.1 0.269
H -0.1088 -2.3396 1.0515 0.1 -0.2 0.0 0.252
C -2.0866 0.5769 0.7951 -13.3 -4.8 3.7 0.264
O -3.2243 0.2114 0.9525 7.4 2.8 -2.2 -0.294
Cl -0.9922 2.8926 -1.7216 0.5 -1.9 2.0 -0.444
C 1.2468 3.6472 1.6140 -0.4 2.6 0.8 -0.293
O 0.9689 2.2368 1.3199 2.5 -0.9 -0.7 -0.804
H 0.3782 3.9523 2.2318 0.7 0.0 -0.2 0.221
H 1.2609 4.3236 0.7172 -0.1 -1.2 0.4 0.235
H 2.2116 3.8584 2.1870 -1.3 -1.0 -0.7 0.250
H 1.8907 1.8421 1.2486 -1.4 0.3 0.2 0.536
```
Forces are in eV/Å.

[6]
This record from the Open Molecules 2025 dataset describes 2 unconnected molecules or ions with the total composition C5H13ClN3O2S. The level of theory is wB97M-V/def2-TZVPD.

The energy above the lowest of the compared OMol25 structures with the same formula, charge and spin is 1.600 eV. Its net charge is +1. As for the HOMO energy: -13.20 eV. The orbital gap is 0.385 Eh.

Geometry as XYZ:
```
25
Properties=species:S:1:pos:R:3:forces:R:3:nbo_charge:R:1
C 0.5373 1.0990 2.2251 -1.1 -0.3 1.8 0.874
C -0.5760 0.7441 4.4792 3.2 0.1 0.7 -0.413
C -2.4407 -1.9215 -1.1794 1.0 2.2 0.6 -0.762
C 1.5138 0.5837 -1.9735 -2.7 2.1 -6.7 -0.268
C 2.3968 1.8027 -2.2346 0.5 -2.0 -2.1 -0.387
N -0.1930 0.9099 3.1180 0.7 0.1 0.0 -0.458
N -0.8569 0.0728 -1.2133 -1.1 -0.1 0.4 -0.732
N 0.2402 0.9498 -1.2633 2.7 0.9 1.2 -0.403
O 1.2101 1.2942 1.2930 1.4 0.4 -2.0 -0.628
O -0.3119 -1.9217 0.2517 -2.0 2.2 -0.2 -0.880
S -0.6890 -1.4957 -1.2998 -0.3 0.6 1.0 1.305
Cl 1.4944 3.0967 -3.1183 0.4 -0.6 0.5 -0.032
H -1.2540 1.4706 4.6538 -3.3 1.5 0.6 0.225
H -0.7904 -0.2694 4.6238 -1.1 -1.2 0.5 0.226
H 0.1518 1.0385 5.2950 0.3 -0.5 -1.5 0.223
H -3.0727 -1.3873 -1.8064 -0.5 1.8 -1.4 0.263
H -2.8729 -1.8201 -0.2183 0.4 0.2 1.3 0.266
H -2.6003 -2.8420 -1.5340 0.1 -4.0 -1.0 0.241
H 1.9555 -0.2273 -1.5880 1.8 -2.5 2.5 0.224
H 1.3282 0.1738 -3.0726 -0.6 0.8 2.1 0.225
H 3.2605 1.3785 -2.9490 -1.6 1.5 2.0 0.268
H 2.6345 2.1300 -1.2660 1.3 1.2 0.9 0.220
H -0.1755 1.8672 -1.5069 0.5 -0.6 -0.8 0.448
H 0.2729 -2.6216 0.3283 2.1 -2.4 0.0 0.499
H 0.7615 1.2391 -0.3335 -2.1 -1.2 -0.4 0.456
```
Forces are in eV/Å.

[7]
This record from the Open Molecules 2025 dataset describes 2 unconnected molecules or ions with the total composition C5H13FNO. The level of theory is wB97M-V/def2-TZVPD.

The energy above the lowest of the compared OMol25 structures with the same formula, charge and spin is 0.550 eV. Its net charge is +1. As for the HOMO energy: -12.54 eV. The orbital gap is 0.342 Eh.

Geometry as XYZ:
```
21
Properties=species:S:1:pos:R:3:forces:R:3:nbo_charge:R:1
C -1.7512 -1.0590 -0.2266 0.1 -0.1 0.1 -0.719
C 0.0587 -1.8809 1.4360 0.1 -0.1 -0.3 -0.695
C 1.4588 1.2930 -0.3172 -0.1 0.1 0.9 -0.281
C 0.3175 0.9626 0.6061 -1.7 -3.5 -0.2 0.060
C -0.3365 -1.0682 0.2524 1.5 3.5 0.4 0.449
N 0.8951 1.3268 -1.6943 -0.2 -0.1 -0.2 -0.683
O -0.7755 1.7581 0.2861 0.4 0.5 -0.1 -0.743
F 0.5270 -1.3074 -0.8185 0.2 -0.5 -0.3 -0.412
H -2.1177 -0.0534 -0.4351 0.0 0.1 0.0 0.232
H -1.8137 -1.6327 -1.1524 0.0 -0.1 0.0 0.253
H -2.4010 -1.5232 0.5098 -0.1 0.0 0.0 0.244
H -0.0194 -2.9394 1.1807 -0.1 -0.1 0.1 0.244
H 1.0907 -1.6864 1.7208 0.0 0.0 0.0 0.231
H -0.5955 -1.6769 2.2770 -0.1 0.1 0.1 0.240
H 2.2599 0.5610 -0.2393 -0.1 0.0 -0.2 0.252
H 1.8440 2.2865 -0.0679 0.0 -0.1 -0.2 0.238
H 0.5796 0.9299 1.6566 0.1 0.2 0.1 0.204
H 1.4807 1.8374 -2.3593 -0.1 -0.1 0.1 0.446
H -0.0273 1.7837 -1.5923 0.2 -0.1 -0.3 0.463
H 0.7568 0.3556 -2.0108 -0.1 0.2 0.0 0.463
H -1.4309 1.7329 0.9881 -0.1 0.1 0.0 0.513
```
Forces are in eV/Å.

[8]
This record from the Open Molecules 2025 dataset describes 2 unconnected molecules or ions with the total composition C5H13IN. The level of theory is wB97M-V/def2-TZVPD.

The energy above the lowest of the compared OMol25 structures with the same formula, charge and spin is 5.276 eV. Its net charge is +1. As for the HOMO energy: -11.24 eV. The orbital gap is 0.269 Eh.

Geometry as XYZ:
```
20
Properties=species:S:1:pos:R:3:forces:R:3:nbo_charge:R:1
C -1.6225 0.1357 1.1805 0.8 -2.8 0.7 -0.617
C -2.1998 -1.3939 -0.6942 2.7 -4.8 1.5 -0.624
C 2.5586 1.8862 0.3581 -0.1 -3.2 1.6 -0.993
C -1.3767 -0.2176 -0.3117 -1.3 2.7 -0.4 -0.328
C 0.0296 -0.0383 -0.6471 1.3 -0.9 -0.2 0.313
N 0.6730 -0.8902 -1.3582 -0.4 -1.4 -1.5 -0.622
I 4.4497 1.4661 1.2138 0.4 1.6 -1.3 0.625
H -1.4458 -0.7436 1.9088 -0.2 0.7 -1.7 0.229
H -1.0364 0.8457 1.6488 1.9 1.8 0.1 0.237
H -2.5572 0.4698 1.4720 -2.4 0.4 -0.3 0.243
H -2.0004 -2.2996 0.0541 -0.3 1.9 -1.1 0.221
H -3.1935 -1.1877 -0.5654 -2.5 0.7 0.2 0.246
H -2.0848 -1.9439 -1.6306 0.3 0.8 -0.5 0.231
H 2.7742 1.9087 -0.6367 0.8 0.3 -2.9 0.165
H 2.2836 2.7818 0.7506 -0.6 2.7 1.1 0.180
H -1.8301 0.5726 -1.0899 0.9 -0.5 1.9 0.287
H 0.7400 0.7476 -0.3082 -0.8 0.3 0.3 0.289
H 0.2889 -1.7392 -1.7630 -0.8 0.1 0.5 0.418
H 1.5601 -0.7694 -1.8056 0.9 0.9 0.6 0.428
H 3.9893 0.4093 2.2238 -0.6 -1.5 1.3 0.072
```
Forces are in eV/Å.

Calculated values (eV Å⁻¹) of max |F| for the records, taken in order: 2.95; 2.17; 7.08; 4.27; 14.65; 7.52; 3.88; 5.75.